1.
7
Properties=species:S:1:pos:R:3 method="wB97M-V/def2-TZVPD" relative_energy_kcal_mol=62.6 lumo_energy_ev=-0.44 max_force_ev_per_a=2.8 homo_lumo_gap_ev=8.4224 smiles=C#CF.SI
C 1.52743 0.23456 0.15541
C 0.81626 1.19178 -0.04693
F 2.08126 -0.94376 0.25608
S -2.15069 -1.69699 -0.05655
I -2.40316 0.60766 0.07471
H -0.67525 -1.64045 0.00652
H 0.80414 2.24722 -0.38924

---

2.
44
Properties=species:S:1:pos:R:3 method="wB97M-V/def2-TZVPD" spin_multiplicity=5 charge=+2 relative_energy_kcal_mol=0.0 lumo_energy_ev="-5.06 / -8.04" max_force_ev_per_a=2.9 homo_lumo_gap_ev="9.9093 / 7.3129"
Co -0.73504 -13.99952 3.51722
C -3.99542 -17.25433 6.15340
N -2.69878 -16.60156 6.03922
C -1.77084 -16.66971 7.18632
C -2.40416 -15.78119 5.04322
O -1.44528 -14.98803 5.14503
C -3.17139 -15.80722 3.71644
O -2.72731 -14.73663 2.90283
C -3.18533 -14.58013 1.50195
C -2.38752 -13.45658 0.91671
O -1.22674 -13.36803 1.38936
N -2.86884 -12.66115 -0.04346
C -1.92864 -11.70748 -0.63241
C -4.25413 -12.62408 -0.52314
H -4.64009 -17.02566 5.32063
H -3.79120 -18.33623 6.10182
H -4.44960 -17.05916 7.15809
H -0.81429 -16.32279 6.80601
H -2.10023 -16.04109 8.00817
H -1.59561 -17.71099 7.56315
H -3.04103 -16.79106 3.19569
H -4.22417 -15.70868 3.96674
H -2.88099 -15.52731 0.99977
H -4.27266 -14.44223 1.43488
H -1.18055 -11.35294 0.09980
H -1.39348 -12.18034 -1.47595
H -2.47530 -10.88697 -1.06423
H -4.79529 -13.58431 -0.37593
H -4.81880 -11.85201 0.02302
H -4.30543 -12.28484 -1.54913
N 0.92742 -13.40868 4.70601
N 2.19632 -14.03311 4.36465
C 2.15666 -15.03008 3.47142
N 3.38530 -15.36593 3.06678
S 0.68061 -15.67806 2.92716
H 1.07648 -12.37347 4.68293
H 0.49517 -13.67418 5.59465
H 3.05104 -13.68861 4.77803
H 4.12336 -14.67896 3.06426
H 3.53582 -16.21184 2.46721
C -1.64894 -12.20270 4.26153
H -1.86071 -12.49866 5.28310
H -2.52160 -12.08497 3.63949
H -0.89990 -11.38686 4.15579

---

3.
14
Properties=species:S:1:pos:R:3 method="wB97M-V/def2-TZVPD" relative_energy_kcal_mol=99.5 lumo_energy_ev="-0.50 / -0.50" max_force_ev_per_a=0.3 homo_lumo_gap_ev="7.6250 / 7.6260"
C -0.75923 -1.41315 1.19081
C -0.54583 0.22608 -0.44301
C -0.88686 1.61496 -0.31351
O -1.99552 2.09708 -0.49897
C 0.80291 -0.24771 -0.35514
O 0.99766 -1.34526 0.23782
N 1.85335 0.43526 -0.84498
H -0.43926 -0.79075 2.01651
H -1.79537 -1.26837 0.91020
H -0.47946 -2.45834 1.26391
H -1.21259 -0.40097 -1.02861
H -0.04893 2.26421 0.03961
H 1.72230 1.19768 -1.48826
H 2.78681 0.08927 -0.68639